(1)
The following is a quantum chemistry calculation of a molecular structure, C30H45AlBrO2P2, from the OMol25 dataset.

Geometry as XYZ:
```
81
Properties=species:S:1:pos:R:3:forces:R:3:lowdin_charge:R:1
Br -1.1845 -2.9414 1.2414 0.5826 -0.7854 -0.5422 0.93
P -5.4291 -1.1212 2.1315 0.5680 0.2218 -0.3183 0.87
P -1.9645 3.3135 -4.8258 -0.2275 -0.0284 -0.5792 0.88
Al -2.6422 -0.7650 -2.0070 3.8783 -5.3523 4.1715 -0.01
O -2.4048 -2.6632 -1.8767 0.9708 1.0220 -0.1684 0.12
O -0.7633 -1.1763 -1.8666 -1.0008 -2.3472 -0.5121 0.11
C -1.7637 2.2582 -6.3102 0.4598 -0.1955 0.1476 -0.38
C -4.1313 0.0525 2.7216 -0.1642 0.0873 0.1629 -0.31
C -3.0463 0.0876 -0.4559 0.2634 0.9373 0.3442 -0.21
C -5.0517 -1.2678 -1.9226 -0.0890 -0.3757 0.1565 -0.12
C -0.4451 2.8370 1.5521 -0.2403 0.3775 0.1305 -0.04
C 0.6776 -4.0161 -2.3842 -0.3898 0.1585 0.4790 0.00
C -4.5973 -1.6958 0.5622 0.1905 -0.0289 -0.6203 -0.36
C 1.8979 -1.6610 2.0048 0.2981 -0.5107 0.1866 -0.07
C 2.2317 -0.7401 -0.9456 0.2428 -0.0937 -0.5093 -0.01
C 0.8203 2.0475 -1.2942 0.0544 0.3275 -0.3635 -0.05
C -3.3667 -0.3576 -3.6790 -0.4518 3.4732 -2.9865 -0.07
C -3.5145 4.0835 -5.4263 -0.0114 0.2922 0.7702 -0.38
C -0.1783 -3.4724 -1.4168 0.4380 -0.4765 0.6188 -0.19
C -3.4148 1.8225 -2.2703 -0.1964 0.0163 1.1865 -0.13
C -4.8053 -0.6868 -3.3436 -0.7948 -0.5076 0.0632 -0.11
C 1.6025 -5.4615 -0.6781 -0.3796 0.2231 -0.0473 -0.04
C 1.4476 -0.0300 0.0770 -0.0242 -0.4838 1.4189 -0.18
C -1.1361 -2.4217 -1.7384 -0.2274 2.0076 -0.5684 -0.44
C -0.1115 -3.8764 -0.0756 -0.0571 0.0567 -0.2410 -0.52
C -2.7116 0.7758 -3.1383 -2.4115 2.2928 -4.2506 -0.09
C -3.0697 1.5769 -0.7754 0.1533 0.4236 0.5275 -0.15
C 0.8107 1.2343 -0.0603 -1.5324 1.3368 1.9255 -0.21
C 1.5640 -5.0187 -2.0066 0.1353 -0.0846 0.0848 -0.05
C 0.0020 0.3993 3.4860 -0.3011 0.0395 0.4533 -0.03
C 0.2108 1.5615 1.1862 0.7526 0.4503 -3.1948 -0.20
C 1.2610 -0.4720 1.4120 -0.9355 1.0883 0.3188 -0.25
C -4.3854 -0.6258 -0.5937 -3.5004 0.1337 2.3368 -0.31
C 0.7646 -4.8883 0.2923 0.1375 -0.1337 -0.0188 -0.10
C 0.4440 0.4822 2.0811 1.7704 -2.1704 -0.3640 -0.19
C -4.9622 -2.5864 3.1489 -0.2288 0.1000 -0.0471 -0.31
H -3.6263 -2.1604 0.8230 -0.5510 0.1753 -0.2920 0.00
H -1.8239 1.1799 -3.6523 0.1871 -0.8384 0.5934 0.07
H 1.8480 2.1798 -1.6645 -0.2717 0.0603 -0.0351 0.09
H -2.9871 -0.8031 -4.6036 0.5139 -0.1036 0.6183 0.17
H -0.7331 3.4108 0.6644 0.0175 -0.0369 0.2114 0.06
H -4.8838 -2.3602 -1.9392 0.1603 0.5231 -0.0379 0.12
H 2.0885 -0.2792 -1.9302 0.1113 -0.1821 0.1423 0.08
H -3.0808 2.8289 -2.5800 -0.0176 -0.6417 0.1114 0.07
H -1.1983 1.3614 -6.0280 0.0617 0.1359 -0.3610 0.02
H -4.3790 0.3285 3.7555 0.1607 0.0364 -0.2339 0.04
H 0.2433 1.5630 -2.0985 0.1084 0.1079 0.0198 0.06
H 1.5458 -1.8237 3.0285 0.1180 -0.0895 -0.1452 0.08
H -3.1265 -0.3906 2.6932 -0.1548 0.0852 0.0454 0.03
H 0.2279 3.4743 2.1491 -0.1962 -0.1477 -0.1069 0.10
H -5.4732 0.1807 -3.5092 0.6369 -0.0631 0.1443 0.14
H 2.9924 -1.5432 2.0359 -0.2170 -0.1181 0.0693 0.09
H -2.7190 1.9642 -6.7697 0.3567 0.1758 0.0891 0.04
H -1.1601 2.8667 -7.0019 -0.1910 -0.4559 -0.1346 0.04
H 0.3958 3.0427 -1.1173 0.1027 -0.1798 -0.1380 0.07
H 3.3080 -0.7166 -0.7074 -0.2481 -0.0324 -0.0463 0.11
H -3.9069 4.7134 -4.6170 -0.1242 0.0196 -0.4247 0.02
H -5.3104 -2.4119 4.1744 0.1381 -0.1549 -0.1850 0.04
H 0.6175 -3.6282 -3.4020 0.1242 -0.2550 0.2351 0.13
H -3.8782 -2.7555 3.1391 -0.1997 -0.0184 0.0576 0.02
H -0.8995 1.0053 3.6513 0.2131 -0.1555 0.0621 0.07
H -2.0624 1.9702 -0.5717 -0.1933 -0.1538 -0.1806 0.10
H -4.1492 0.9614 2.1060 0.0407 -0.1497 0.1931 0.03
H -4.5116 1.8024 -2.4048 0.4187 -0.2802 -0.1227 0.13
H -3.7376 2.1427 -0.1011 -0.0594 -0.0801 -0.3800 0.13
H 0.7855 -5.2272 1.3290 0.1016 0.1061 -0.3203 0.12
H -5.1623 -1.4535 -4.0544 0.3247 0.3074 0.3013 0.14
H -4.2564 3.3170 -5.6979 0.2109 0.3386 -0.0419 0.04
H -5.4797 -3.4664 2.7476 0.1397 0.1063 0.1828 0.04
H -3.2442 4.7065 -6.2894 -0.3359 -0.1114 0.0940 0.04
H -2.5102 -0.1538 0.4660 -0.2587 -0.0246 -0.2877 0.11
H 1.6808 -2.5619 1.4180 0.1760 0.0316 0.1817 0.04
H -5.1462 0.1621 -0.3749 0.3094 -0.2333 -0.1140 0.14
H 2.2784 -6.2678 -0.3909 -0.1771 0.2791 -0.0708 0.12
H -0.2242 -0.6394 3.7629 0.0691 0.2390 0.0278 0.08
H -1.3440 2.6623 2.1597 0.1087 0.1241 -0.1248 0.08
H -6.1320 -1.1383 -1.7531 0.4740 -0.1865 0.1115 0.14
H -5.2759 -2.4958 0.2219 0.3590 0.1189 -0.0826 0.08
H 2.2302 -5.4547 -2.7551 -0.2252 0.1209 0.3191 0.12
H 0.7796 0.7671 4.1759 -0.2081 -0.0903 -0.1343 0.10
H 1.9312 -1.7952 -1.0102 0.1540 0.1995 0.0377 0.07
```
Positions in Å, forces in eV/Å.

relative energy (zero: lowest compared OMol25 entry of this formula, charge and spin) = 1.758 eV
LUMO level (alpha / beta) = -4.964 / -4.976 eV
calculated total energy = -4819.4229 Eh
HOMO-LUMO gap (alpha / beta) = 4.0 / 4.1 eV
total charge = +1
HOMO level (alpha / beta) = -8.993 / -9.099 eV

---

(2)
The following is a quantum chemistry calculation of a molecular structure, C30H45BrN4OP2V, from the OMol25 dataset.

Geometry as XYZ:
```
84
Properties=species:S:1:pos:R:3:forces:R:3:lowdin_charge:R:1
Br -0.3857 0.0232 -1.5003 0.5912 -0.9806 0.8109 0.96
V -0.0850 -3.1584 1.2333 4.1527 3.5272 1.0603 0.92
P -1.1283 -2.1411 -5.1645 -0.5557 -0.7774 -1.8332 0.97
P -2.5284 1.4573 -0.2460 -1.9247 0.7744 -0.6392 1.00
O 2.4881 -2.4216 0.7509 0.0570 1.3949 0.8613 -0.01
N -0.2196 0.3444 3.0622 -0.8016 0.5727 0.1833 0.18
N 3.4731 -0.5805 1.7464 0.1014 0.1591 0.5250 -0.04
N -5.1044 -9.3181 2.6012 0.9892 0.7196 -0.2645 0.09
N 1.1468 -1.2285 2.0629 0.9130 2.2956 0.5899 0.12
C -4.9449 -8.7839 1.3793 0.1756 0.4935 0.0911 -0.12
C 3.3843 0.3781 2.7272 -0.5652 -0.7356 -0.5264 0.01
C -1.7568 -4.0274 0.6554 -0.4367 -0.1886 0.9508 -0.34
C 4.7629 -0.8894 1.0996 0.0152 0.0291 -0.1802 0.02
C -3.2144 -7.1970 2.0913 -0.7285 -1.1125 0.7736 -0.20
C -2.4629 -4.6662 -5.0573 0.1208 0.0614 0.2156 -0.16
C -1.5583 -5.1238 1.6301 -2.5924 -2.6767 -0.0276 0.04
C -0.8021 -1.6036 -0.5604 0.8293 -1.2483 -0.2319 -0.58
C -3.9056 0.7476 -1.3000 0.6483 -0.3291 -0.3311 -0.34
C -0.3430 -2.8463 -0.9626 0.3211 1.5253 -2.5128 -0.16
C -1.4823 -1.6189 0.6548 -1.7868 1.7464 1.7039 -0.26
C 2.1545 0.6533 3.2422 0.6123 0.6325 0.3123 0.01
C -2.9057 3.7493 -1.9529 -0.2173 0.1821 -0.2345 -0.12
C -3.4288 -7.7363 3.3836 -0.0668 0.1909 -0.3821 -0.01
C -5.1806 0.2245 -0.6444 -0.2361 -0.1255 0.2254 -0.12
C -2.2271 -6.1447 1.9274 0.0730 1.8297 -1.3362 0.15
C -4.3432 -8.7884 3.5649 0.0341 0.2770 -0.0910 -0.11
C 2.3878 -1.3959 1.4852 -0.5101 -3.0133 -0.9497 -0.47
C -3.1980 1.8805 1.3915 0.4987 -0.3678 0.6769 -0.40
C -2.1502 -0.8002 -4.4852 0.0786 0.1453 0.6059 -0.48
C -1.9548 3.0319 -1.0004 0.7280 -0.3453 0.1645 -0.39
C -2.7253 0.1146 -5.5525 -0.3217 0.2690 -0.1132 -0.16
C -0.8290 -4.0413 -0.4065 0.3985 -2.2837 -0.2186 -0.16
C 1.5967 -2.1291 -5.6491 0.3296 -0.0889 0.0776 -0.16
C -4.0639 -7.7331 1.0580 0.6679 0.3609 0.4847 0.01
C 1.0181 -0.0663 2.7689 0.0979 -1.3958 -0.3921 -0.33
C 0.5480 -1.6879 -4.6434 0.2456 0.0622 0.5211 -0.47
C -1.6224 -3.6649 -4.2195 0.1071 0.1647 0.1276 -0.43
C -2.0754 -2.7803 1.2165 -2.2775 -0.5505 0.0672 -0.13
C -4.3105 2.9169 1.3280 -0.4123 0.3663 -0.0149 -0.11
H -2.0174 -4.8653 -6.0484 -0.1266 0.1637 0.5053 0.07
H -5.8982 1.0132 -0.3874 0.3765 -0.1541 0.1105 0.07
H -4.1712 1.4799 -2.0733 0.3311 -0.0191 0.1999 0.08
H 2.0581 1.4228 4.0065 -0.1141 -0.1877 -0.2602 0.12
H -1.0095 -0.0429 2.5458 0.6799 0.0868 0.6835 0.07
H -5.5749 -9.2202 0.6056 0.1430 0.2329 0.0457 0.12
H -0.6760 -4.1293 -3.8833 -0.4364 0.0252 -0.0216 0.07
H -2.9260 -7.2886 4.2450 -0.0174 -0.4203 -0.2942 0.12
H -0.3768 1.2021 3.5935 0.2009 -0.6041 -0.2912 0.13
H -2.7059 -2.7395 2.1176 0.4722 0.1142 -0.4808 0.15
H 4.8397 -0.3403 0.1520 -0.0613 -0.2765 0.1984 0.11
H 2.5639 -1.6755 -5.4266 0.0125 -0.0394 -0.0255 0.07
H -5.7185 -0.4086 -1.3624 0.3063 0.0408 0.1511 0.09
H -3.5875 0.6574 -5.1620 -0.0339 0.1329 -0.0234 0.06
H -1.5041 -0.2354 -3.8080 -0.3511 0.0811 -0.0524 -0.03
H -5.1390 2.5861 0.6958 0.1934 0.1577 0.0898 0.06
H -3.8944 3.9403 -1.5101 0.3089 -0.1183 -0.1802 0.08
H -3.4861 -4.2853 -5.2155 0.4149 -0.1166 0.0119 0.07
H -4.4734 -9.2170 4.5538 0.0108 0.1107 -0.0420 0.12
H -0.2875 -4.9757 -0.5530 -0.3976 0.1576 -0.6491 0.15
H -2.0014 0.8554 -5.8971 0.0621 -0.0936 0.0245 0.07
H -2.2025 -3.3305 -3.3389 0.3029 -0.3727 -0.0792 0.06
H -2.3481 2.2730 1.9780 -0.2645 -0.1486 -0.1455 0.08
H -2.5385 -5.6231 -4.5113 -0.0398 0.3558 -0.2692 0.07
H -1.0280 2.7520 -1.5305 -0.2429 0.3719 0.1641 0.05
H -1.6620 3.6799 -0.1578 -0.0480 -0.2296 -0.2318 0.10
H -3.0176 3.2041 -2.8990 -0.0830 0.0925 0.2924 0.08
H -3.9509 3.8904 0.9759 -0.0714 -0.2314 0.0274 0.08
H 5.5839 -0.5667 1.7489 -0.2849 -0.1585 -0.0641 0.10
H 4.3359 0.8409 3.0275 -0.7083 -0.0825 -0.1481 0.16
H -3.4038 -0.0850 -1.8256 -0.2246 0.2997 0.0407 0.05
H -4.7166 3.0611 2.3342 0.0896 0.0065 -0.1179 0.10
H 0.5757 -0.6039 -4.5146 -0.0466 0.0797 -0.0974 0.06
H -2.4636 4.7198 -2.2086 -0.1045 -0.1819 0.0953 0.09
H -4.0843 -7.2984 0.0500 0.2385 -0.3851 0.4615 0.12
H -3.0600 -0.4313 -6.4344 0.0055 -0.0960 0.0736 0.07
H -2.9287 -1.2672 -3.8754 -0.1834 0.0920 -0.0532 0.06
H 4.8016 -1.9679 0.9210 0.0918 0.3386 0.0107 0.10
H -1.7322 -0.6646 1.1400 0.1018 -0.5852 -0.4001 0.05
H 0.7407 -2.1158 -3.6570 0.3082 0.0268 0.0916 0.03
H 1.3208 -1.8721 -6.6718 -0.0646 0.0658 0.0786 0.07
H 1.7246 -3.2075 -5.6063 0.0382 -0.1607 -0.0989 0.07
H 0.3312 -2.8674 -1.8173 -0.0420 -0.2889 0.2928 0.11
H -4.9528 -0.3845 0.2375 -0.2259 0.0876 -0.0936 0.07
H -3.5472 0.9636 1.8998 0.1314 0.2701 -0.2794 0.09
```
Positions in Å, forces in eV/Å.

relative energy (zero: lowest compared OMol25 entry of this formula, charge and spin) = 0.880 eV
LUMO level (alpha / beta) = -5.842 / -8.097 eV
calculated total energy = -5664.3635 Eh
HOMO-LUMO gap (alpha / beta) = 6.0 / 3.7 eV
2S+1 = 4
expectation value of S² = 3.893
total charge = +2
HOMO level (alpha / beta) = -11.802 / -11.799 eV

---

(3)
The following is a quantum chemistry calculation of a molecular structure, C30H45IrN9OPS2, from the OMol25 dataset.

Geometry as XYZ:
```
89
Properties=species:S:1:pos:R:3:forces:R:3:lowdin_charge:R:1
Ir -0.1652 -0.7509 -0.0639 0.1321 0.3770 0.2545 1.08
S -2.3057 3.3126 -1.5590 0.1168 -0.0137 -0.0413 1.10
S -1.0054 0.7125 -1.7489 -0.0039 0.0979 -0.2725 0.56
P 1.8398 -0.8815 -1.6009 -0.1403 -0.2415 -0.0113 0.91
O 1.6256 -0.8012 1.1331 0.0019 0.0524 0.0171 -0.30
N -0.3244 1.2077 1.0502 -0.0427 -0.0320 -0.1361 -0.08
N -1.0139 -2.5844 -1.5236 -0.0757 -0.2185 -0.0593 0.08
N -1.1650 -1.8777 1.4988 0.0124 -0.3047 -0.2231 0.00
N -3.3346 -1.0866 1.8714 0.0355 -0.0144 0.0365 -0.15
N 4.4056 -1.7989 -2.1146 0.0268 -0.0071 -0.0061 -0.06
N -0.9797 2.2624 0.4696 0.0327 -0.0218 -0.0758 -0.06
N 3.8891 0.4829 -2.7910 -0.0152 0.0164 0.0077 -0.14
N -2.3798 -2.5855 3.3526 -0.0038 0.1126 -0.1030 -0.14
N 2.9780 -1.3786 -4.0419 -0.0376 0.0057 0.0056 -0.14
C 3.2938 -1.9167 -1.1121 0.0581 -0.0282 0.0071 -0.22
C 0.7149 6.9786 -2.3944 0.0208 0.0101 -0.0046 0.01
C -2.6313 -4.1884 -2.7889 -0.1042 -0.0533 0.0885 -0.20
C -0.6071 7.0720 -2.8328 -0.0837 -0.0359 0.0275 -0.02
C 0.7164 0.4425 4.4576 0.0201 -0.0289 0.0170 -0.02
C -1.3088 2.0955 -0.7669 -0.0375 -0.0292 0.3801 -1.06
C -1.2419 5.4854 -1.1222 -0.1138 -0.0342 0.0447 -0.30
C -1.7304 -3.2934 -2.0762 0.1296 0.1265 0.0814 -0.16
C 3.9566 -2.2584 -3.5167 0.0878 -0.0780 0.0258 -0.09
C 1.6923 -1.4566 -3.3448 -0.0337 0.0010 -0.0884 -0.28
C -4.1391 -0.3928 2.8716 -0.0296 -0.0249 0.0145 -0.03
C 0.0602 1.4132 2.2941 -0.0278 -0.0738 0.1031 -0.21
C 2.2413 -1.5315 3.2577 -0.0006 0.0703 0.1154 -0.01
C -2.3192 4.7286 -0.4229 -0.0758 0.0576 -0.0582 -0.33
C 3.4936 -0.0137 -4.1089 0.0136 0.0582 -0.0719 -0.13
C -1.1930 -3.1120 4.0038 0.0715 0.0265 0.0033 -0.03
C -3.5377 -0.6278 0.5159 0.0064 -0.0532 -0.0828 -0.06
C 4.8960 -0.3437 -2.2298 0.1056 -0.0311 0.0339 -0.09
C -2.2755 -1.8557 2.2154 -0.0101 0.1035 0.2232 -0.42
C -1.5791 6.3248 -2.2121 0.0241 0.0835 -0.0582 0.00
C -2.1111 -4.5508 -4.1807 -0.0256 -0.0346 -0.0638 -0.07
C 2.7472 0.6932 -1.9011 0.0166 0.0551 0.0456 -0.27
C 0.7442 0.3828 3.0409 -0.0330 0.0741 0.0754 -0.11
C 1.3941 -0.4569 5.2391 -0.0986 0.1401 -0.0473 -0.05
C 0.1058 5.3698 -0.7169 0.0679 -0.0119 0.0288 -0.01
C -3.6324 -3.2238 3.7525 -0.0464 0.0160 0.0151 -0.02
C 1.0657 6.1285 -1.3348 0.0237 0.0014 0.0323 -0.03
C -0.2163 2.7314 2.9511 0.0097 0.0550 0.0925 0.00
C 1.5160 -0.6463 2.4377 0.0483 -0.0701 -0.1645 -0.36
C 2.1798 -1.4408 4.6261 0.0601 -0.0684 -0.0837 -0.04
H -0.8746 -4.0685 3.5747 0.0058 -0.0036 0.0037 0.11
H 2.8407 -2.2926 2.7776 0.0129 -0.0139 -0.0326 0.12
H 5.7758 -0.3750 -2.8737 -0.0160 0.0099 0.0262 0.15
H 0.3561 4.7173 0.1094 0.0027 -0.0204 -0.0136 0.11
H -1.9475 -3.6608 -4.7855 -0.0045 0.0116 -0.0035 0.08
H -3.2975 5.1967 -0.4997 -0.0010 -0.0230 0.0165 0.11
H -0.8662 7.7364 -3.6443 0.0042 0.0185 -0.0182 0.13
H -1.1833 -5.1159 -4.1178 0.0180 0.0034 0.0021 0.08
H 0.9623 -0.8380 -3.8709 -0.0098 -0.0088 0.0181 0.10
H 1.3377 -0.4000 6.3160 -0.0175 0.0258 0.0257 0.12
H 5.1764 -0.0240 -1.2263 -0.0009 0.0078 -0.0281 0.15
H -3.4916 -4.3061 3.7606 -0.0158 0.0071 0.0140 0.10
H -1.2541 2.7746 3.2902 -0.0190 -0.0028 0.0058 0.11
H 4.8563 -2.2547 -4.1331 -0.0279 -0.0119 0.0040 0.15
H 0.1186 1.2034 4.9378 -0.0050 -0.0003 0.0408 0.12
H 0.4389 2.8928 3.7995 -0.0164 0.0120 0.0039 0.09
H -3.1296 0.3758 0.3606 0.0040 0.0147 -0.0049 0.06
H -2.1096 4.4163 0.5943 0.0740 -0.0331 -0.0145 0.09
H 5.1890 -2.3830 -1.8136 -0.0067 0.0050 -0.0115 0.19
H -4.6091 -0.5905 0.3153 -0.0033 0.0068 0.0027 0.11
H -0.0824 3.5433 2.2431 0.0086 -0.0032 0.0003 0.07
H 3.6607 -1.5893 -0.1398 -0.0382 0.0096 -0.0012 0.10
H -3.6015 -3.6883 -2.8383 0.0109 -0.0268 -0.0373 0.13
H -3.0832 -1.3188 -0.1912 0.0012 0.0276 0.0182 0.05
H 1.3183 -2.4823 -3.3621 0.0004 0.0109 0.0043 0.10
H 4.3642 0.0038 -4.7659 -0.0182 0.0025 -0.0005 0.15
H -5.1919 -0.6657 2.7884 0.0080 0.0053 0.0149 0.10
H -4.0484 0.6855 2.7137 -0.0181 -0.0104 -0.0008 0.10
H -2.8502 -5.1698 -4.6837 0.0093 -0.0108 -0.0032 0.09
H 2.0616 1.4143 -2.3492 0.0070 -0.0042 -0.0008 0.09
H -0.5957 -2.6756 1.7587 0.0108 0.0264 -0.0433 0.06
H -0.3779 -2.3913 3.9433 -0.0256 -0.0348 0.0023 0.07
H -3.9317 -2.9041 4.7512 -0.0081 -0.0115 -0.0107 0.10
H 2.7391 -2.1373 5.2364 0.0149 -0.0203 0.0055 0.13
H -4.4225 -2.9859 3.0477 -0.0096 -0.0050 -0.0004 0.09
H -1.4230 -3.2776 5.0549 0.0045 -0.0092 -0.0045 0.11
H 2.0925 6.0913 -0.9999 0.0217 -0.0099 0.0057 0.12
H -2.6126 6.4020 -2.5254 -0.0170 -0.0081 -0.0089 0.14
H 1.4808 7.5720 -2.8750 0.0128 0.0121 -0.0162 0.13
H 3.0855 1.1018 -0.9461 -0.0176 -0.0056 -0.0054 0.11
H -2.7579 -5.0745 -2.1625 -0.0266 -0.0083 -0.0558 0.13
H 3.0072 -2.9670 -1.0381 -0.0139 0.0208 -0.0088 0.12
H -3.7879 -0.6249 3.8714 0.0020 -0.0004 0.0118 0.09
H 2.7293 0.6397 -4.5260 0.0144 -0.0035 -0.0056 0.15
H 3.5796 -3.2754 -3.4104 0.0060 0.0207 -0.0207 0.15
```
Positions in Å, forces in eV/Å.

relative energy (zero: lowest compared OMol25 entry of this formula, charge and spin) = 0.236 eV
LUMO level (alpha / beta) = -7.381 / -10.704 eV
calculated total energy = -2979.2534 Eh
HOMO-LUMO gap (alpha / beta) = 7.1 / 4.5 eV
2S+1 = 6
expectation value of S² = 8.799
total charge = +3
HOMO level (alpha / beta) = -14.442 / -15.235 eV